1.
C25H33FeN6O5PTe | ωB97M-V with the def2-TZVPD basis set

```
72
Properties=species:S:1:pos:R:3:forces:R:3
Fe -0.55032 0.40569 -0.54049 -0.088 -0.013 -0.019
O 0.85741 -6.01542 -2.07518 0.027 -0.007 -0.003
C -0.12220 -5.67760 -1.39890 -0.007 -0.023 0.016
O -0.92915 -6.30160 -0.69495 -0.001 -0.003 -0.001
C -0.35228 -4.13773 -1.37197 -0.013 0.025 0.018
C 0.56825 -3.28324 -1.96754 -0.006 -0.015 -0.012
C 0.42412 -1.92235 -1.77808 -0.001 -0.010 0.001
N -0.58578 -1.43742 -1.05121 -0.009 -0.018 -0.008
C -1.49601 -2.23932 -0.49471 0.006 0.004 0.009
C -1.41237 -3.61014 -0.64517 0.001 -0.018 -0.006
C -2.46315 -1.49826 0.34687 -0.017 -0.018 0.012
C -3.52369 -2.10043 1.00377 -0.003 0.003 -0.007
C -4.34406 -1.32447 1.80594 0.002 -0.003 -0.001
C -4.08139 0.03036 1.93059 -0.006 0.001 -0.007
C -3.00731 0.56108 1.23967 0.016 0.011 -0.014
N -2.21560 -0.17612 0.46151 -0.017 0.016 0.011
C 1.34221 -0.85826 -2.24344 0.011 -0.016 0.010
C 2.40447 -1.08575 -3.10404 0.009 -0.004 0.013
C 3.21052 -0.02275 -3.47184 0.011 0.007 0.006
C 2.94167 1.23783 -2.96057 -0.013 0.013 -0.006
C 1.86510 1.38805 -2.10616 -0.010 -0.022 -0.011
N 1.07259 0.37310 -1.75798 0.048 0.031 -0.017
H 1.38196 -3.74625 -2.51217 0.010 0.026 -0.004
H -2.08688 -4.32122 -0.18379 -0.009 0.022 0.009
H -3.69968 -3.16005 0.88525 0.000 0.000 0.005
H -5.17762 -1.77449 2.32795 -0.001 0.002 0.000
H -4.69345 0.66983 2.54988 -0.002 -0.002 0.001
H -2.75852 1.61297 1.30300 0.000 -0.004 0.003
H 2.58813 -2.08223 -3.47968 0.001 0.000 0.001
H 4.04130 -0.17768 -4.14702 0.000 0.001 0.001
H 3.55114 2.09269 -3.21676 0.002 -0.001 0.000
H 1.61682 2.34935 -1.67427 0.015 0.004 -0.001
C -2.04162 1.70149 -2.19946 0.058 -0.018 0.009
N -1.38698 2.98753 -2.12308 0.067 -0.018 0.037
C -0.81653 3.46300 -3.38249 -0.030 0.010 0.001
C -0.77801 3.30707 -0.92647 -0.057 -0.001 -0.005
N -0.52684 2.35133 -0.07897 -0.031 -0.056 0.011
N -0.46222 4.60958 -0.72239 0.034 0.017 -0.018
C 0.37535 4.96754 0.40820 0.001 0.001 0.000
C -1.26607 5.69728 -1.27168 -0.005 0.001 -0.003
H -2.58388 1.63448 -3.14163 -0.003 0.006 -0.007
H -2.75850 1.57751 -1.39449 0.015 -0.025 0.038
H -1.33310 0.83463 -2.26513 -0.012 0.007 0.011
H -0.17691 2.69631 -3.83155 -0.007 -0.002 0.000
H -0.21722 4.35237 -3.21525 0.007 0.001 0.006
H -1.61296 3.70663 -4.08523 -0.002 0.005 -0.001
H -0.23816 2.65857 0.84021 -0.008 0.050 -0.014
H -0.18597 4.99519 1.34830 -0.002 0.001 0.001
H 0.79162 5.95730 0.23207 -0.001 0.000 0.001
H 1.20211 4.26480 0.50684 0.003 0.001 -0.001
H -2.05882 5.30043 -1.89754 0.003 0.002 0.001
H -0.64893 6.37748 -1.86029 0.001 0.000 0.003
H -1.72120 6.26220 -0.45573 -0.003 0.000 0.002
C 2.27303 -0.03335 5.56327 0.013 -0.004 0.023
C 2.65169 -0.61207 4.22564 -0.036 0.023 -0.057
O 1.67705 -0.14594 3.24799 -0.030 -0.026 0.101
P 1.70912 -0.62987 1.75058 -0.019 -0.125 -0.034
O 0.48796 -0.07550 1.10729 0.156 0.116 -0.016
Te 3.84952 -0.07239 0.74698 -0.043 0.018 -0.050
O 1.86496 -2.19140 1.72954 -0.018 0.067 -0.060
C 0.83313 -3.11702 2.21859 -0.004 -0.027 0.007
C 1.24238 -4.51175 1.82970 -0.022 0.000 0.053
H 2.99069 -0.36220 6.31480 -0.002 -0.002 0.000
H 1.28125 -0.36730 5.86493 -0.003 0.003 -0.004
H 2.28460 1.05518 5.53096 -0.004 0.000 -0.006
H 2.63618 -1.70233 4.23322 0.010 -0.008 0.014
H 3.63957 -0.27889 3.90343 0.006 0.001 0.007
H -0.11411 -2.82582 1.76511 -0.002 -0.004 0.000
H 0.76443 -2.98968 3.30004 -0.002 -0.002 0.002
H 1.32345 -4.61230 0.74962 0.021 -0.013 -0.022
H 0.48771 -5.22070 2.17153 -0.013 0.000 -0.031
H 2.19600 -4.77755 2.28404 0.009 0.012 0.004
```
Positions in Å, forces in eV/Å.

The net charge is +1. Its energy is -3550.2004 Eh. Its HOMO energy (spin up / spin down) is -10.0 / -10.0 eV. The spin multiplicity is 2. Its frontier orbital gap (spin up / spin down) is 6.749 / 4.608 eV. The LUMO energy (spin up / spin down) comes out at -3.3 / -5.4 eV. As for the largest force on an atom: 0.19 eV/A. For the energy above the lowest of the compared OMol25 structures with the same formula, charge and spin, the calculation gives 0.00 kJ/mol.

***

2.
C25H33I2N8O4 | ωB97M-V with the def2-TZVPD basis set

```
72
Properties=species:S:1:pos:R:3:forces:R:3
C 1.50361 0.74878 -1.55999 -0.033 -0.362 -0.253
C 0.48658 -0.16270 -0.92275 0.110 -0.852 0.449
O 0.46727 -0.47114 0.24397 -0.317 0.608 -0.413
N -0.53942 -0.64655 -1.79279 0.118 0.735 0.013
C -0.32617 -1.16750 -3.13214 -0.173 0.262 -0.208
N -1.81178 -0.67791 -1.28838 0.217 -0.509 -0.219
N -2.65614 -1.74041 -1.48830 -0.260 -0.335 0.380
C -3.80698 -1.43662 -0.87824 0.019 -0.097 0.024
C -5.01507 -2.31051 -0.90518 0.009 0.160 -0.149
C -5.40996 -2.66171 -2.33787 0.109 -0.083 -0.003
N -5.71624 -1.82921 -3.23050 -0.026 0.061 -0.049
N -3.73390 -0.26247 -0.29082 -0.062 0.198 0.125
C -2.49888 0.20916 -0.54509 0.045 0.014 -0.039
N -2.01964 1.37919 -0.13260 -0.231 0.229 -0.225
C -2.77664 2.27762 0.68469 0.061 -0.064 0.131
I -2.00312 2.43076 2.60489 0.038 0.005 0.110
C -3.84640 2.90949 0.21477 -0.015 -0.013 -0.337
C -4.34571 2.80071 -1.19675 -0.034 -0.092 -0.041
I -5.00075 4.16674 1.37745 0.139 -0.029 0.271
H 1.93609 1.37884 -0.78700 0.046 -0.050 -0.013
H 1.06021 1.34367 -2.35843 -0.011 0.065 0.088
H 2.30016 0.15520 -2.01593 0.082 0.041 0.137
H -1.03151 -0.74288 -3.84889 0.032 0.036 0.036
H -0.40142 -2.25810 -3.14707 0.050 0.019 0.013
H 0.68414 -0.90782 -3.43564 -0.011 0.010 -0.003
H -2.41972 -2.56306 -2.01948 0.253 0.104 -0.060
H -5.81314 -1.73003 -0.44144 -0.009 -0.131 0.105
H -4.83295 -3.20846 -0.31339 -0.043 0.030 0.036
H -5.40351 -3.71724 -2.61002 -0.038 -0.009 0.049
H -5.71105 -0.86656 -2.88281 -0.008 0.008 -0.007
H -1.07173 1.64680 -0.34266 0.066 -0.144 0.064
H -4.34874 3.78370 -1.66953 0.019 0.002 0.036
H -5.37746 2.44553 -1.19499 0.021 -0.015 0.008
H -3.74836 2.12237 -1.80561 0.022 0.069 0.027
C 4.06695 0.43591 2.64111 0.048 -0.014 -0.029
C 5.42151 0.53626 2.93015 -0.033 -0.002 -0.016
C 6.35810 -0.07587 2.11026 0.020 0.046 0.064
C 5.90767 -0.77701 1.00851 0.016 0.003 -0.031
C 4.56513 -0.89729 0.70457 -0.108 0.011 -0.031
C 3.63870 -0.28389 1.53178 0.021 0.028 0.028
N 6.89151 -1.42192 0.11665 -0.012 -0.082 0.041
O 8.06212 -1.34209 0.41876 0.006 0.019 -0.014
O 6.46364 -2.00195 -0.86296 0.018 0.024 -0.007
H 3.34222 0.91758 3.28431 -0.001 -0.012 0.011
H 5.75330 1.09264 3.79587 0.001 -0.003 0.004
H 7.41583 -0.01109 2.31731 0.010 -0.021 -0.039
H 4.26068 -1.46549 -0.16189 0.050 -0.028 -0.002
H 2.58446 -0.37302 1.30876 -0.005 0.002 0.070
C 9.40404 -5.69104 2.22896 -0.058 -0.031 -0.032
C 8.75365 -4.51749 1.49884 0.015 0.035 0.023
C 7.32708 -5.02102 1.32251 0.045 -0.026 -0.039
O 7.05633 -5.86144 2.44331 -0.039 0.001 0.017
C 8.27081 -6.14669 3.14082 0.037 0.045 0.019
H 10.30342 -5.42133 2.78005 -0.005 0.019 0.004
H 9.66218 -6.47958 1.51925 -0.005 -0.009 0.006
H 8.76584 -3.62555 2.12880 0.004 0.002 0.000
H 9.22945 -4.26754 0.55230 0.002 0.002 -0.002
H 7.22623 -5.60891 0.40370 0.002 0.030 -0.019
H 6.58713 -4.21789 1.29720 -0.016 -0.013 0.016
H 8.27721 -5.59058 4.08459 0.018 -0.009 0.004
H 8.30276 -7.21229 3.36926 -0.019 -0.005 -0.008
N -9.20476 5.48812 0.49305 -0.002 -0.015 0.003
C -10.30379 6.19135 0.23175 0.007 -0.005 0.002
C -10.31027 7.34215 -0.54413 0.005 0.005 -0.005
C -9.11203 7.78930 -1.07567 -0.002 -0.007 0.004
C -7.95873 7.06723 -0.81020 -0.001 0.005 -0.003
C -8.06039 5.92916 -0.02512 -0.047 -0.035 0.030
H -11.22367 5.81554 0.66531 -0.007 0.010 -0.007
H -11.23531 7.87242 -0.72360 -0.004 -0.003 0.006
H -9.07733 8.68382 -1.68370 0.001 0.001 0.000
H -6.99924 7.37948 -1.20064 0.003 -0.003 0.005
H -7.18414 5.33231 0.20866 -0.150 0.164 -0.155
```
Positions in Å, forces in eV/Å.

The net charge is +1. Its energy is -2306.3944 Eh. Its HOMO energy is -10.5 eV. The spin multiplicity is 1. Its frontier orbital gap is 7.452 eV. The LUMO energy comes out at -3.1 eV. As for the largest force on an atom: 0.97 eV/A.

***

> What is the formula in the second record?

C25H33I2N8O4

***

> Which formula does entry 1 have?

C25H33FeN6O5PTe

***

> Which value of energy does entry 1 give?

-3550.2004 Eh

***

> What is the formula in the first record?

C25H33FeN6O5PTe